Below is a structure of composition C30H30LiN3O3SSe2 at a distorted geometry, with properties calculated with the ωB97M-V functional and the def2-TZVPD basis.

Element x y z (Å)
1 Li 0.47993 -0.00141 -0.30773
2 C 3.29517 -1.77081 2.42633
3 C 2.55454 -1.42951 1.28111
4 N 1.74395 -0.39884 1.25056
5 C 1.64188 0.41345 2.32285
6 C 2.36707 0.16674 3.51649
7 C 3.18747 -0.98340 3.54107
8 C 2.26004 1.06026 4.60645
9 C 1.51801 2.20532 4.44854
10 C 0.81130 2.48123 3.27407
11 C 0.77747 1.57710 2.19845
12 N 0.09570 1.62354 1.05045
13 C -0.83591 2.50035 0.62838
14 C -1.48105 3.53537 1.31012
15 C -2.49028 4.30156 0.71255
16 C -2.90102 4.08258 -0.57560
17 C -2.28195 3.05840 -1.32826
18 C -2.63645 2.76214 -2.66260
19 C -1.96271 1.78791 -3.34516
20 C -0.93411 1.09054 -2.68580
21 N -0.61217 1.31404 -1.43561
22 C -1.25445 2.27885 -0.74284
23 H 3.94233 -2.63781 2.41201
24 H 2.63077 -2.00974 0.36662
25 H 3.73819 -1.21538 4.44671
26 H 2.79081 0.85107 5.52824
27 H 1.46987 2.92174 5.26280
28 H 0.29764 3.42580 3.20604
29 H -1.25141 3.74485 2.34115
30 H -2.96135 5.08724 1.29519
31 H -3.68151 4.68208 -1.03175
32 H -3.43785 3.32610 -3.12932
33 H -2.20871 1.54407 -4.36999
34 H -0.36479 0.32441 -3.19475
35 O 2.02563 -4.29505 -3.18073
36 C 2.62677 -2.99480 -3.05199
37 C 2.03762 -1.96664 -4.02987
38 C 2.51845 -2.34306 -5.45228
39 O 2.19422 -3.67037 -5.85924
40 C 2.54180 -0.53095 -3.74332
41 Se 3.35350 -0.05626 -1.99353
42 C 0.50333 -2.04347 -4.04040
43 Se -0.36980 -2.31705 -2.28356
44 H 1.10440 -4.16379 -2.86317
45 H 3.69501 -3.11406 -3.25184
46 H 2.51342 -2.62661 -2.03518
47 H 3.60966 -2.20441 -5.49604
48 H 2.06486 -1.66029 -6.18243
49 H 2.13793 -4.19401 -5.03865
50 H 1.72329 0.17739 -3.87230
51 H 3.31669 -0.26882 -4.46792
52 H 0.17040 -2.87172 -4.66315
53 H 0.09754 -1.12853 -4.48192
54 C -0.50422 -2.42208 2.92561
55 S -1.11492 -1.74986 1.33357
56 O -2.08953 -2.76272 0.87663
57 C -2.23619 -0.51782 2.07475
58 C -2.16362 0.00443 3.35597
59 C -3.16694 0.85282 3.80677
60 C -4.23635 1.17528 2.98571
61 C -4.29477 0.66755 1.69619
62 C -3.29431 -0.17420 1.24099
63 H -1.36164 -2.59246 3.57263
64 H 0.21788 -1.74821 3.38314
65 H -0.03004 -3.36718 2.66935
66 H -1.33572 -0.23184 4.01145
67 H -3.10653 1.25883 4.80982
68 H -5.00958 1.84614 3.34119
69 H -5.11596 0.93357 1.04286
70 H -3.32867 -0.59965 0.24405

Highest occupied orbital energy = -0.46 eV
Orbital gap = 4.7 eV
2S+1 = 1
Total charge = -2

The natural (NBO) scheme yields these atomic charges, measured in e: atom 1 (Li): 0.812, atom 2 (C): -0.271, atom 3 (C): 0.062, atom 4 (N): -0.466, atom 5 (C): 0.079, atom 6 (C): -0.014, atom 7 (C): -0.179, atom 8 (C): -0.336, atom 9 (C): -0.170, atom 10 (C): -0.373, atom 11 (C): 0.296, atom 12 (N): -0.682, atom 13 (C): 0.183, atom 14 (C): -0.325, atom 15 (C): -0.193, atom 16 (C): -0.273, atom 17 (C): -0.111, atom 18 (C): -0.163, atom 19 (C): -0.258, atom 20 (C): 0.083, atom 21 (N): -0.481, atom 22 (C): 0.216, atom 23 (H): 0.209, atom 24 (H): 0.237, atom 25 (H): 0.192, atom 26 (H): 0.189, atom 27 (H): 0.188, atom 28 (H): 0.200, atom 29 (H): 0.199, atom 30 (H): 0.189, atom 31 (H): 0.187, atom 32 (H): 0.193, atom 33 (H): 0.207, atom 34 (H): 0.227, atom 35 (O): -0.804, atom 36 (C): -0.081, atom 37 (C): -0.179, atom 38 (C): -0.041, atom 39 (O): -0.779, atom 40 (C): -0.544, atom 41 (Se): -0.670, atom 42 (C): -0.554, atom 43 (Se): -0.657, atom 44 (H): 0.500, atom 45 (H): 0.170, atom 46 (H): 0.221, atom 47 (H): 0.144, atom 48 (H): 0.153, atom 49 (H): 0.495, atom 50 (H): 0.187, atom 51 (H): 0.186, atom 52 (H): 0.205, atom 53 (H): 0.178, atom 54 (C): -0.827, atom 55 (S): 1.324, atom 56 (O): -0.976, atom 57 (C): -0.245, atom 58 (C): -0.164, atom 59 (C): -0.235, atom 60 (C): -0.221, atom 61 (C): -0.198, atom 62 (C): -0.200, atom 63 (H): 0.224, atom 64 (H): 0.232, atom 65 (H): 0.239, atom 66 (H): 0.212, atom 67 (H): 0.201, atom 68 (H): 0.198, atom 69 (H): 0.207, atom 70 (H): 0.250